{
  "formula": "C3H7N3S",
  "method": "ωB97M-V with the def2-TZVPD basis set",
  "symbols": ["H", "H", "C", "N", "C", "N", "H", "H", "S", "H", "H", "H", "N", "C"],
  "xyz": [[-1.607, -1.960, -0.391], [1.114, -1.837, 0.950], [0.589, 0.531, 0.079], [0.516, -1.899, 0.104], [-0.144, 1.809, -0.054], [1.849, 0.680, 0.095], [0.496, 2.643, -0.401], [2.356, -0.226, 0.158], [-2.828, 0.138, 0.139], [1.133, -2.099, -0.644], [-0.655, 1.989, 0.914], [-1.115, 1.743, -0.736], [-0.176, -0.654, -0.032], [-1.529, -0.860, -0.182]],
  "atomic_forces_ev_per_a": [[-0.5, 1.2, 0.1], [-0.7, -0.1, -0.6], [-0.3, 1.4, -1.5], [0.0, 0.5, 1.8], [-3.4, 0.7, -0.8], [0.7, -2.0, 0.6], [-0.3, -0.7, 0.5], [-0.3, 0.6, -0.1], [1.2, -1.2, -0.6], [0.5, 0.2, -1.2], [0.5, 0.4, -0.4], [2.3, 0.0, 1.1], [0.8, -0.9, 0.1], [-0.7, 0.0, 0.9]],
  "total_energy_ev": -18528.10621,
  "molar_mass_da": 117.177,
  "homo_ev": -8.789,
  "smiles": "[H]/N=C(/C)N(N)C=S",
  "largest_force_ev_per_a": 3.6,
  "orbital_gap_ev": 8.7
}